w:
ORCA calculation (ωB97M-V/def2-TZVPD) on a cluster of 2 separate species, C4H12N2O2 in total.

Summary:
- SMILES = CNCC(=O)NC.O
- multiplicity = 1
- frontier orbital gap (eV) = 9.6

Cartesian coordinates (Å):
C  -0.338  -2.497  1.620
N  -0.556  -1.043  1.703
C  -0.662  -0.396  0.407
C  0.423  0.527  -0.078
N  0.321  0.938  -1.377
C  -0.281  0.205  -2.475
O  1.290  1.015  0.631
H  -0.917  -2.886  2.462
H  0.713  -2.792  1.713
H  -0.570  -3.036  0.703
H  0.102  -0.673  2.370
H  -0.932  -1.132  -0.346
H  -1.539  0.286  0.438
H  0.987  1.662  -1.599
H  -0.253  -0.850  -2.220
H  -1.243  0.604  -2.804
H  0.386  0.174  -3.347
H  0.277  3.276  0.916
H  1.706  2.952  0.739
O  1.085  3.665  0.544



x:
ORCA calculation (ωB97M-V/def2-TZVPD) on an isolated molecule of C4H12N2O2.

Summary:
- SMILES = OCNCCNCO
- multiplicity = 1
- frontier orbital gap (eV) = 9.9

Cartesian coordinates (Å):
C  0.335  1.267  -0.332
N  -1.102  1.348  -0.494
C  -1.738  1.517  -1.778
O  -1.599  0.370  -2.636
C  0.832  -0.202  -0.210
N  0.331  -0.778  1.050
C  1.029  -1.884  1.670
O  1.914  -1.516  2.731
H  0.858  1.682  -1.241
H  0.587  1.894  0.516
H  -1.634  0.629  -0.021
H  -1.229  2.201  -2.501
H  -2.767  1.727  -1.530
H  -2.231  -0.326  -2.408
H  0.485  -0.877  -1.009
H  1.917  -0.190  -0.376
H  0.266  -0.024  1.735
H  1.590  -2.513  0.943
H  0.274  -2.465  2.243
H  2.369  -0.717  2.436



y:
ORCA calculation (ωB97M-V/def2-TZVPD) on a structure of composition C4H12N2O2.

Summary:
- multiplicity = 1
- frontier orbital gap (eV) = 8.0

Cartesian coordinates (Å):
C  1.919  0.325  -0.018
C  -1.467  0.805  -1.396
N  2.451  0.118  1.249
O  1.373  1.481  -0.234
H  0.315  1.559  0.384
H  2.542  -0.074  -0.819
H  1.875  0.497  1.991
H  2.740  -0.832  1.439
H  -0.489  1.124  -1.746
H  -2.187  1.616  -1.546
H  -1.786  -0.070  -1.957
C  0.555  -1.319  -0.153
C  -1.388  0.519  0.075
N  -2.265  -0.354  0.604
O  -0.768  1.301  0.867
H  -2.201  -0.528  1.596
H  -2.659  -1.072  0.019
H  1.409  -1.990  -0.281
H  -0.140  -1.639  -0.935
H  0.172  -1.467  0.859



The most stable arrangement is w, and the next structure is 19.4 kcal/mol less stable.



w:
ORCA calculation (ωB97M-V/def2-TZVPD) on a cluster of 2 separate species, C4H12N2O2 in total.

Summary:
- SMILES = NC(=O)O.CN(C)C
- multiplicity = 1
- frontier orbital gap (eV) = 10.4

Cartesian coordinates (Å):
C  -0.815  -1.868  0.629
N  -0.110  -0.810  -0.087
C  1.316  -0.842  0.265
C  -0.278  -1.000  -1.520
H  -0.711  -1.748  1.706
H  -0.385  -2.850  0.361
H  -1.877  -1.806  0.409
H  1.817  -0.116  -0.397
H  1.519  -0.581  1.300
H  1.792  -1.804  0.039
H  0.285  -0.233  -2.055
H  -1.319  -0.948  -1.839
H  0.095  -1.979  -1.880
N  0.336  2.390  1.164
C  -0.592  2.767  0.220
O  -0.997  1.816  -0.653
O  -1.081  3.864  0.190
H  0.703  3.166  1.688
H  1.015  1.712  0.900
H  -0.713  0.868  -0.440



x:
ORCA calculation (ωB97M-V/def2-TZVPD) on an isolated molecule of C4H12N2O2.

Summary:
- SMILES = C[C@@H]([O-])[NH2+][C@H](O)CN
- multiplicity = 1
- frontier orbital gap (eV) = 9.8

Cartesian coordinates (Å):
C  1.119  -0.414  -0.597
C  -1.314  0.314  0.046
C  1.938  0.356  0.457
C  -2.644  -0.186  -0.496
N  -0.228  -0.791  -0.087
N  1.447  1.638  0.912
O  1.784  -1.586  -1.011
O  -1.237  0.417  1.411
H  2.159  -2.024  -0.236
H  -0.462  -0.636  1.157
H  -0.543  -1.619  -0.588
H  0.993  0.190  -1.500
H  -0.974  1.207  -0.504
H  1.405  2.317  0.163
H  0.529  1.549  1.347
H  2.938  0.478  0.032
H  2.039  -0.301  1.330
H  -3.412  0.543  -0.242
H  -2.622  -0.323  -1.580
H  -2.915  -1.129  -0.015



y:
ORCA calculation (ωB97M-V/def2-TZVPD) on a structure of composition C4H12N2O2.

Summary:
- multiplicity = 1
- frontier orbital gap (eV) = 10.5

Cartesian coordinates (Å):
N  -0.116  1.381  -1.779
C  -0.734  -1.665  -1.574
C  -0.018  -0.927  -0.451
C  -0.573  0.483  -0.281
C  0.221  1.282  0.792
N  -0.148  2.610  0.800
O  0.955  0.742  1.570
H  0.535  0.627  -1.958
H  -1.008  1.023  -1.473
H  -0.407  -1.376  -2.565
H  -0.678  -2.752  -1.537
H  -1.813  -1.489  -1.532
H  1.041  -0.904  -0.727
H  -0.034  -1.412  0.527
H  -1.550  0.376  0.206
H  0.606  3.267  0.942
H  -0.588  2.842  -0.075
H  1.001  -1.737  3.549
H  1.553  -0.747  2.605
O  1.754  -1.625  2.960



z:
ORCA calculation (ωB97M-V/def2-TZVPD) on a structure of composition C4H12N2O2.

Summary:
- multiplicity = 1
- frontier orbital gap (eV) = 9.3

Cartesian coordinates (Å):
C  -0.439  1.658  -1.228
C  -1.436  -0.593  -1.146
N  -0.507  0.364  -0.535
C  -0.548  0.334  0.970
N  0.094  1.421  1.547
O  -1.220  -0.481  1.555
H  0.011  1.387  2.553
H  0.927  1.793  1.115
H  -1.252  2.322  -0.934
H  0.521  2.108  -0.980
H  -0.452  1.484  -2.303
H  -1.462  -1.510  -0.565
H  -2.445  -0.182  -1.169
H  -1.103  -0.823  -2.158
C  1.701  -1.880  0.743
O  1.652  -0.533  0.379
H  0.774  -0.045  -0.393
H  1.333  -2.550  -0.048
H  2.739  -2.170  0.951
H  1.113  -2.107  1.647



The most stable arrangement is w, and the next structure is 40.0 kcal/mol less stable.



w:
ORCA calculation (ωB97M-V/def2-TZVPD) on a structure of composition C4H12N2O2.

Summary:
- multiplicity = 1
- frontier orbital gap (eV) = 9.3

Cartesian coordinates (Å):
C  -0.194  1.361  1.190
N  1.031  2.021  -1.079
O  -0.116  2.191  -0.425
H  1.197  1.009  -1.295
H  1.816  2.418  -0.550
H  -1.104  0.942  1.600
H  0.733  0.853  1.469
H  -0.125  2.363  1.601
C  -1.384  -0.514  -1.180
C  -0.510  -1.709  0.912
C  -0.236  -0.784  -0.247
O  1.992  -1.199  0.004
N  0.945  -0.695  -0.804
H  2.766  -1.121  -0.565
H  -1.069  0.067  -2.042
H  -2.131  0.100  -0.670
H  -1.841  -1.457  -1.493
H  -0.636  -2.719  0.527
H  -1.439  -1.411  1.412
H  0.303  -1.717  1.635



x:
ORCA calculation (ωB97M-V/def2-TZVPD) on a cluster of 2 separate species, C4H12N2O2 in total.

Summary:
- multiplicity = 1
- frontier orbital gap (eV) = 8.9

Cartesian coordinates (Å):
C  -1.124  -0.167  -0.098
C  0.294  -0.812  1.382
C  -1.296  0.684  -1.357
C  2.134  1.061  0.022
N  1.404  -1.116  0.641
N  1.673  -0.252  -0.421
O  -2.022  0.466  0.807
O  -1.560  -1.486  -0.377
H  -2.153  -0.109  1.568
H  -2.397  -1.455  -0.867
H  1.438  -2.077  0.317
H  0.605  -0.100  -0.744
H  -0.124  -1.657  1.920
H  0.342  0.150  1.878
H  -0.865  1.672  -1.205
H  -2.360  0.762  -1.611
H  -0.799  0.213  -2.205
H  2.294  1.665  -0.871
H  3.082  0.954  0.551
H  1.435  1.604  0.672



y:
ORCA calculation (ωB97M-V/def2-TZVPD) on a cluster of 2 separate species, C4H12N2O2 in total.

Summary:
- SMILES = NCCNCC=O.O
- multiplicity = 1
- frontier orbital gap (eV) = 9.9

Cartesian coordinates (Å):
N  -1.148  -1.430  -1.669
C  -0.086  -1.872  -0.791
C  0.854  -0.670  -0.450
N  1.176  -0.583  0.967
C  1.500  0.705  1.491
C  0.311  1.304  2.279
O  -0.641  0.613  2.545
H  -1.846  -2.108  -1.934
H  -1.703  -0.698  -1.231
H  0.519  -2.593  -1.332
H  -0.353  -2.411  0.126
H  0.253  0.218  -0.696
H  1.738  -0.874  -1.052
H  0.397  -0.988  1.459
H  2.445  0.765  2.034
H  1.776  1.378  0.657
H  0.245  2.380  2.478
H  -1.574  0.998  -2.568
H  -0.704  1.601  -3.644
O  -1.542  1.758  -3.167



The most stable arrangement is y, and the next structure is 58.3 kcal/mol less stable.



w:
ORCA calculation (ωB97M-V/def2-TZVPD) on a cluster of 2 separate species, C4H12N2O2 in total.

Summary:
- SMILES = CN(C=O)CCN.O
- multiplicity = 1
- frontier orbital gap (eV) = 10.0

Cartesian coordinates (Å):
C  0.503  1.781  0.462
N  0.433  0.687  -0.376
C  1.500  0.584  -1.322
C  -0.886  0.345  -0.920
C  -0.860  -1.242  -1.037
N  -1.111  -1.884  0.181
O  1.528  2.077  1.091
H  -0.413  2.403  0.473
H  2.427  0.790  -0.719
H  1.540  1.311  -2.103
H  1.525  -0.532  -1.664
H  -1.819  0.549  -0.213
H  -1.095  1.026  -1.822
H  -1.501  -1.614  -1.900
H  0.128  -1.547  -1.366
H  -1.962  -2.027  0.433
H  -0.417  -2.014  0.773
H  0.955  -0.383  3.438
H  -0.551  0.003  2.954
O  0.077  -0.313  3.640



x:
ORCA calculation (ωB97M-V/def2-TZVPD) on a cluster of 2 separate species, C4H12N2O2 in total.

Summary:
- SMILES = CNCCNC=O.O
- multiplicity = 1
- frontier orbital gap (eV) = 10.2

Cartesian coordinates (Å):
C  -0.068  0.191  2.945
N  -0.367  -0.195  1.642
C  -0.767  0.871  0.650
C  0.351  1.152  -0.465
N  0.449  0.149  -1.566
C  -0.771  -0.408  -2.289
O  -0.203  1.331  3.324
H  0.237  -0.665  3.626
H  0.025  -1.035  1.177
H  -1.779  0.699  0.376
H  -0.835  1.944  1.164
H  1.281  1.039  0.016
H  0.149  2.218  -0.854
H  0.975  0.549  -2.270
H  -1.787  -0.202  -1.974
H  -0.744  -0.172  -3.421
H  -0.807  -1.546  -2.346
H  1.217  -1.663  -0.584
H  2.096  -1.958  0.637
O  1.347  -2.300  0.214



The most stable arrangement is x, and the next structure is 19.6 kcal/mol less stable.



w:
ORCA calculation (ωB97M-V/def2-TZVPD) on an isolated molecule of CH2O.

Summary:
- SMILES = C=O
- multiplicity = 1
- frontier orbital gap (eV) = 10.8

Cartesian coordinates (Å):
C  0.575  -0.017  -0.015
H  1.133  -0.866  0.037
H  0.919  1.061  0.029
O  -0.688  -0.012  0.003



x:
ORCA calculation (ωB97M-V/def2-TZVPD) on an isolated molecule of CH2O.

Summary:
- SMILES = C=O
- multiplicity = 1
- frontier orbital gap (eV) = 11.2

Cartesian coordinates (Å):
C  0.025  0.014  -0.050
H  -0.513  0.881  0.034
H  -0.721  -0.870  0.031
O  1.209  -0.024  -0.015



y:
ORCA calculation (ωB97M-V/def2-TZVPD) on an isolated molecule of CH2O.

Summary:
- SMILES = C=O
- multiplicity = 1
- frontier orbital gap (eV) = 11.0

Cartesian coordinates (Å):
C  0.024  -0.013  0.058
H  0.920  0.379  0.572
H  -0.943  -0.159  0.525
O  -0.001  -0.207  -1.155



The most stable arrangement is y, and the next structure is 3.2 kcal/mol less stable.



w:
ORCA calculation (ωB97M-V/def2-TZVPD) on a cluster of 2 separate species, C2H9N2 in total.

Summary:
- <S²> = 0.76
- multiplicity = 2
- frontier orbital gap (spin up / spin down) (eV) = 11.5 / 8.8
- charge = +2

Cartesian coordinates (Å):
N  -1.845  0.201  0.275
H  -2.456  -0.219  -0.433
H  -0.805  0.264  -0.049
H  -2.104  1.172  0.496
H  -1.803  -0.390  1.108
C  1.337  0.576  0.832
C  1.299  -0.478  -0.065
N  0.454  -0.549  -1.143
H  1.021  1.561  0.540
H  1.862  0.507  1.777
H  2.046  -1.300  0.039
H  0.354  -1.498  -1.510
H  0.641  0.151  -1.868



x:
ORCA calculation (ωB97M-V/def2-TZVPD) on a cluster of 2 separate species, C2H9N2 in total.

Summary:
- <S²> = 0.75
- multiplicity = 2
- frontier orbital gap (spin up / spin down) (eV) = 10.3 / 6.1
- charge = +2

Cartesian coordinates (Å):
N  -0.439  -1.719  1.649
H  -0.464  -0.231  0.860
H  -1.385  -2.093  1.638
H  0.149  -2.409  1.189
H  -0.079  -1.587  2.597
C  0.927  0.709  -1.791
C  0.530  1.010  -0.496
N  -0.679  0.534  0.040
H  0.294  0.182  -2.498
H  1.966  0.659  -2.120
H  1.094  1.633  0.188
H  -1.363  0.177  -0.640
H  -1.100  1.259  0.658



The most stable arrangement is w, and the next structure is 23.7 kcal/mol less stable.